19
Properties=species:S:1:pos:R:3:lowdin_charge:R:1 method="wB97M-V/def2-TZVPD" homo_energy_ev=-12.908 gap_ev=9.534 total_charge=+1 molar_mass_da=102.2
C -0.774 1.495 -2.022 0.137
C -0.955 0.882 -0.833 -0.330
C 0.024 0.683 0.134 -0.109
C -2.381 0.392 -0.543 -0.041
N 0.360 -2.485 -1.637 -0.014
N 0.756 0.514 1.011 0.189
N 2.205 0.566 3.105 0.213
H 0.183 1.971 -2.111 0.084
H -1.559 1.430 -2.698 0.066
H -3.121 1.010 -1.206 0.128
H -2.714 0.482 0.448 0.055
H -2.504 -0.682 -0.678 0.079
H 0.797 -2.302 -2.562 0.021
H -0.478 -3.000 -1.674 -0.022
H 1.629 0.482 2.252 -0.041
H 1.176 -3.140 -1.326 0.058
H 2.667 1.505 3.162 0.154
H 2.999 -0.189 3.133 0.189
H 1.689 0.385 4.045 0.185